(1)
Computed, not measured: a structure of composition C30H22F10I2MgN5O, with ωB97M-V/def2-TZVPD.

As for the spin multiplicity: 1. Its net charge is -1. For the frontier orbital gap, the calculation gives 6.050 eV. As for the HOMO energy: -4.06 eV. The calculated total energy is -89789.4569 eV.

Structure (XYZ):
```
71
Properties=species:S:1:pos:R:3:forces:R:3
H 2.263 1.165 1.356 0.052 0.032 0.059
H -0.266 3.368 2.748 0.015 0.034 0.039
C 5.449 -0.100 -1.422 0.055 0.067 0.020
F 6.376 0.861 -1.587 -0.034 -0.041 0.010
C 0.561 3.103 0.115 0.060 -0.052 -0.005
C -4.669 -0.349 -2.822 0.077 -0.041 0.005
C 3.452 -0.891 -0.191 0.008 -0.061 -0.071
C 0.755 2.685 -1.219 0.030 -0.061 -0.071
C -0.484 -0.999 3.635 -0.047 -0.003 -0.059
C -2.886 -3.306 0.363 0.013 -0.018 0.012
C 5.477 -1.208 -2.244 0.035 -0.025 -0.025
C 3.535 -2.005 -1.082 -0.092 0.001 0.057
I -4.970 -2.448 -4.989 0.018 0.019 0.044
C -4.529 -1.844 1.285 -0.017 -0.022 -0.018
H -1.364 1.340 3.168 0.001 -0.019 0.012
F 1.585 6.578 -0.443 -0.012 -0.054 -0.011
Mg -0.635 0.358 0.591 0.235 0.212 0.453
C -1.930 -2.334 0.627 0.031 0.018 0.036
H -0.344 -3.388 -0.376 0.002 -0.022 -0.020
H 3.540 0.280 2.176 -0.003 -0.055 0.002
F 1.821 5.653 -3.005 0.005 -0.023 0.026
C -0.270 1.318 3.230 0.028 -0.023 0.006
N -2.238 -1.178 1.225 -0.108 -0.239 -0.078
C -0.542 -1.313 -1.961 -0.048 0.137 -0.006
H -1.557 -0.825 3.684 -0.008 0.001 -0.015
C 0.902 4.457 0.311 -0.039 0.029 0.033
C -3.993 -1.356 -3.491 -0.105 -0.016 -0.080
H -4.974 -3.785 0.475 0.002 0.002 -0.013
H -5.697 -0.114 -3.058 -0.009 -0.005 0.009
N -0.088 -1.280 -0.565 0.007 -0.664 -0.005
F 1.311 2.995 -3.482 -0.003 0.024 0.040
H -0.313 -2.008 3.263 0.000 0.007 -0.003
H -3.726 0.021 1.983 -0.003 0.015 -0.034
C 1.629 -0.215 2.898 0.004 0.036 0.079
F 0.809 5.035 1.535 -0.052 -0.044 -0.019
N 0.157 -0.015 2.757 0.255 0.058 -0.005
H -2.165 -2.451 -3.686 0.004 0.008 -0.005
H 1.784 -1.287 3.033 0.016 -0.011 0.033
I -5.007 1.850 -0.785 0.026 -0.040 -0.030
C -2.644 0.119 -1.484 -0.060 -0.085 0.014
C -2.679 -1.648 -3.168 0.005 -0.031 0.103
O -2.078 0.812 -0.559 -0.414 0.282 -0.610
C -3.512 -0.943 1.537 0.061 0.041 0.027
H -2.593 -4.225 -0.128 -0.006 0.012 -0.018
F 4.479 -3.263 -2.831 0.009 0.046 0.040
C -3.998 0.350 -1.839 -0.033 0.069 0.067
C -4.204 -3.056 0.695 -0.010 0.009 0.016
C 1.445 4.831 -2.008 -0.012 0.035 -0.009
H 0.099 -0.640 -2.532 -0.016 0.043 0.073
C 4.490 -2.162 -2.056 -0.026 -0.047 -0.034
C 1.162 3.497 -2.249 0.003 -0.072 -0.046
H 0.172 -2.511 1.070 0.002 -0.027 0.005
H -0.386 -2.321 -2.363 0.043 0.013 -0.066
N 2.478 -0.853 0.719 -0.073 -0.010 -0.042
C 2.538 0.179 1.739 -0.151 -0.045 -0.036
F 6.430 -1.363 -3.188 -0.028 0.012 0.013
H 1.952 0.285 3.825 -0.037 0.025 -0.022
H 0.005 1.444 4.288 -0.023 -0.006 0.024
C -1.999 -0.944 -2.185 0.039 -0.079 -0.054
F 4.529 1.217 0.257 0.052 0.015 -0.085
H 0.932 -1.220 -0.483 0.192 0.033 0.035
C 4.484 0.054 -0.445 0.004 0.040 0.008
H -5.551 -1.586 1.522 0.006 -0.007 0.024
H 1.334 2.646 2.697 0.019 0.009 -0.014
C 1.318 5.289 -0.714 0.032 0.054 0.009
H -0.074 -0.929 4.652 -0.003 -0.006 0.009
F 2.612 -2.997 -0.960 -0.036 0.100 0.032
C -0.488 -2.468 0.200 -0.048 0.105 -0.069
F 0.579 1.369 -1.491 0.002 0.111 0.025
N 0.126 2.190 1.011 0.041 0.224 0.328
C 0.282 2.479 2.424 0.068 -0.024 -0.151
```
Forces are in eV/Å.

---

(2)
Computed, not measured: a structure of composition C5H6CsO3 in a non-equilibrium geometry, with ωB97M-V/def2-TZVPD.

As for the spin multiplicity: 2. Its expectation value of S² is 0.780. For the frontier orbital gap (spin up / spin down), the calculation gives 4.449 / 4.906 eV. As for the HOMO energy (spin up / spin down): -5.48 / -5.94 eV. The calculated total energy is -11969.5120 eV. The energy above the lowest of the compared OMol25 structures with the same formula, charge and spin comes out at 0.0 kJ/mol.

Structure (XYZ):
```
15
Properties=species:S:1:pos:R:3:forces:R:3
O -3.267 5.121 -4.144 0.017 -0.009 -0.027
H 0.133 -2.817 -1.473 0.236 -0.105 0.221
C 0.859 -0.438 1.991 -1.089 0.314 -0.341
C -2.757 4.991 -3.117 -0.043 0.014 0.040
H 1.610 -2.999 1.257 -0.115 0.188 -0.231
Cs -0.373 3.910 0.992 0.467 -0.969 0.162
C 0.764 -3.227 -0.680 -0.116 -0.124 0.053
H -0.158 -0.517 2.517 0.723 0.200 0.388
H 1.176 -4.227 -0.825 -0.134 0.314 0.013
O -2.251 4.866 -2.078 0.072 -0.028 0.057
H 1.595 -1.022 2.593 -0.254 0.162 -0.064
C 0.517 -1.238 0.763 0.704 -0.462 -0.555
O 1.239 0.853 1.727 -0.497 0.425 -0.017
C 0.995 -2.519 0.486 -0.118 0.159 -0.021
H -0.080 -0.736 -0.010 0.147 -0.078 0.324
```
Forces are in eV/Å.

---

(3)
Computed, not measured: the ion C6H15ClO2PS with charge +1 in a non-equilibrium geometry, with ωB97M-V/def2-TZVPD.

As for the spin multiplicity: 3. Its expectation value of S² is 2.007. Its net charge is +1. For the frontier orbital gap (spin up / spin down), the calculation gives 6.919 / 7.227 eV. As for the HOMO energy (spin up / spin down): -10.76 / -14.70 eV. The calculated total energy is -43196.4189 eV.

Structure (XYZ):
```
26
Properties=species:S:1:pos:R:3:forces:R:3
O -0.566 0.732 -0.267 1.121 -3.544 3.461
C -1.296 2.958 -0.689 0.265 -3.240 -0.964
H -1.198 3.968 -0.436 -0.154 1.440 0.845
H -0.234 2.346 0.997 0.210 -0.180 0.173
H 1.769 -1.626 1.749 0.347 0.764 -0.377
Cl -2.847 -0.110 2.689 -4.919 -0.534 -0.835
C -0.185 2.091 -0.068 -1.505 1.291 1.168
H -2.164 2.376 -0.236 0.328 1.597 -1.111
H -1.203 -0.964 -2.209 -0.404 -1.144 0.857
H -2.725 -1.334 -0.167 -0.716 1.220 0.556
O -0.771 -1.737 0.560 0.048 -0.282 -0.230
H 2.177 -0.783 -0.839 -0.516 -0.900 -0.199
H 2.113 0.107 2.053 -0.459 0.364 0.834
H -2.237 -3.030 -0.021 0.468 1.621 -0.522
H -2.174 -2.341 -2.498 -1.653 -1.097 -0.875
H 2.343 0.673 -0.177 0.892 1.943 -0.174
C -1.479 -2.001 -1.811 2.840 2.560 1.038
C 2.537 -0.324 0.065 -1.819 -1.274 -0.568
C -1.916 -1.977 -0.352 -0.030 -3.280 -0.635
S -0.877 0.105 3.008 4.991 0.432 -0.287
C 1.747 -0.585 1.324 -1.855 -1.644 -0.499
H -1.226 2.924 -1.811 -0.520 -0.304 1.047
H -0.547 -2.572 -1.879 -0.320 -0.194 -0.156
P -0.138 -0.449 1.070 0.513 3.923 -2.036
H 3.517 -0.683 0.162 1.593 0.278 0.304
H 0.805 2.264 -0.375 1.256 0.186 -0.816
```
Forces are in eV/Å.

---

(4)
Computed, not measured: a cluster of 5 separate species, H10O5 in total, with ωB97M-V/def2-TZVPD.

As for the spin multiplicity: 1. For the frontier orbital gap, the calculation gives 11.216 eV. As for the HOMO energy: -11.60 eV. The calculated total energy is -10399.3318 eV. The energy above the lowest of the compared OMol25 structures with the same formula, charge and spin comes out at 146.4 kJ/mol. As for the SMILES: O.O.O.O.O.

Structure (XYZ):
```
15
Properties=species:S:1:pos:R:3:forces:R:3
H -0.740 3.034 0.780 -0.040 0.130 -0.014
H -4.891 -0.952 -0.212 -0.106 -0.059 0.065
H -6.130 -0.298 -0.800 -0.051 -0.067 0.074
O -0.355 -1.306 0.550 0.100 0.185 -0.069
H 3.320 1.924 -0.155 0.126 0.042 -0.057
H 3.647 -3.170 0.206 0.005 0.030 -0.103
H 2.338 -2.421 0.022 -0.071 -0.067 -0.107
O -5.852 -0.940 -0.137 0.144 0.122 -0.134
O 3.192 -2.572 -0.398 -0.026 0.046 0.236
O 4.174 1.479 -0.115 -0.229 -0.017 0.139
O -0.920 3.422 -0.084 0.048 -0.270 0.045
H 0.264 -0.590 0.734 -0.052 -0.055 0.042
H -0.882 -0.977 -0.187 0.046 -0.133 0.018
H 4.007 0.699 0.427 0.118 -0.030 -0.115
H -1.172 2.669 -0.631 -0.013 0.144 -0.021
```
Forces are in eV/Å.

---

(5)
Computed, not measured: a cluster of 2 separate species, C5H12N2O in total in a non-equilibrium geometry, with ωB97M-V/def2-TZVPD.

As for the spin multiplicity: 1. For the frontier orbital gap (spin up / spin down), the calculation gives 7.678 / 7.676 eV. As for the HOMO energy (spin up / spin down): -7.26 / -7.26 eV. The calculated total energy is -10404.9376 eV. The energy above the lowest of the compared OMol25 structures with the same formula, charge and spin comes out at 336.4 kJ/mol. As for the SMILES: CC(C)=O.N/C=C/N.

Structure (XYZ):
```
20
Properties=species:S:1:pos:R:3:forces:R:3
H -0.984 0.460 -1.965 -0.123 -0.034 0.013
H -0.692 -1.626 1.764 -0.138 0.035 0.009
C 0.746 0.732 0.458 2.178 -0.058 -0.023
C -0.650 -0.700 -0.171 0.255 -3.591 -2.257
N 2.725 -0.548 -0.180 -0.890 -0.966 -0.303
H -2.294 -0.658 -1.560 0.145 -0.119 0.160
C -1.572 0.046 -1.142 0.658 0.967 0.318
H 3.129 -0.978 -1.007 0.003 0.116 0.190
H -2.125 0.847 -0.641 -0.002 0.008 -0.134
H 2.418 -1.242 0.501 0.219 0.141 -0.086
N 0.333 2.092 0.460 -0.628 0.844 -0.333
H -0.211 2.333 -0.362 -0.097 0.050 0.216
C -1.396 -1.133 1.090 0.759 0.715 0.597
H 0.920 0.400 1.482 -0.301 -0.431 -0.125
O 0.076 -1.623 -0.726 -0.962 1.385 1.284
H -0.181 2.346 1.295 -0.049 -0.142 -0.270
C 1.835 0.420 -0.395 -1.099 0.994 0.787
H -2.175 -1.854 0.834 0.082 0.124 -0.232
H 1.953 0.962 -1.329 0.020 0.086 0.100
H -1.855 -0.276 1.593 -0.030 -0.124 0.088
```
Forces are in eV/Å.

---

(6)
Computed, not measured: a cluster of 2 separate species, C3H6ClO2Si in total in a non-equilibrium geometry, with ωB97M-V/def2-TZVPD.

As for the spin multiplicity: 1. Its net charge is -1. For the frontier orbital gap, the calculation gives 6.323 eV. As for the HOMO energy: -2.62 eV. The calculated total energy is -27705.2198 eV. The energy above the lowest of the compared OMol25 structures with the same formula, charge and spin comes out at 159.2 kJ/mol.

Structure (XYZ):
```
13
Properties=species:S:1:pos:R:3:forces:R:3
H 1.342 0.525 -2.366 0.512 -1.784 0.663
H 1.491 -0.604 1.252 -0.845 0.852 0.695
Si -0.125 0.479 -0.387 0.604 -0.676 -0.253
H 2.565 0.595 -1.110 -1.193 -0.165 0.380
H 0.215 0.631 2.092 0.709 -0.915 -0.126
O -3.079 -1.311 -0.785 -0.711 -1.985 -3.948
Cl -0.270 2.700 -0.346 0.417 -0.097 0.172
C -2.828 -0.690 0.127 0.479 0.953 2.645
C 0.456 -0.170 1.352 0.331 0.972 -0.702
C 1.584 0.066 -1.348 -0.199 4.259 -0.557
H -0.248 -0.972 1.422 -0.353 -0.635 0.690
H 1.802 -0.936 -1.131 -0.111 -1.827 -0.767
O -2.905 -0.313 1.225 0.360 1.049 1.107
```
Forces are in eV/Å.